11
Properties=species:S:1:pos:R:3:forces:R:3 method="wB97M-V/def2-TZVPD" multiplicity=3 s_squared=2.006 relative_energy_kcal_mol=0.0 homo_energy_ha="-0.238 / -0.354" homo_lumo_gap_ev="7.56 / 7.48" max_force_ev_per_a=3.4 e_lumo_ev="1.081 / -2.164"
C 0.74400 0.96908 -0.33168 1.463 -1.541 -0.919
C 0.83469 -0.39618 0.25045 1.079 0.196 -1.857
Si -0.81563 -1.23346 0.28470 -0.897 -1.219 -2.439
P -0.47425 2.00374 0.36052 -1.899 0.921 2.654
H 1.26496 1.21653 -1.25872 -0.099 -0.283 0.349
H 1.07844 -0.36124 1.30991 0.793 -0.085 0.251
H 1.51603 -0.90623 -0.46563 -0.005 -0.341 1.328
H -1.55984 -0.25731 1.06654 -0.734 -0.462 0.424
H -0.87895 -2.74632 0.55178 0.214 1.077 0.499
H -1.27550 -1.26190 -1.21098 0.080 0.265 1.193
H -0.43394 2.97330 -0.55688 0.005 1.472 -1.483

---

79
Properties=species:S:1:pos:R:3:forces:R:3 method="wB97M-V/def2-TZVPD" multiplicity=2 s_squared=0.754 relative_energy_kcal_mol=2.5 homo_energy_ha="-0.423 / -0.423" homo_lumo_gap_ev="9.05 / 5.55" max_force_ev_per_a=1.1 e_lumo_ev="-2.451 / -5.958" charge=+1
Ag 1.02340 -0.13465 -1.63325 0.291 -0.034 0.094
N 4.34580 0.11091 0.40988 0.929 0.459 -0.206
C 3.99566 1.51185 0.01895 0.078 0.241 -0.062
P 4.11377 1.44668 -1.81501 0.376 0.012 0.687
O 5.52152 1.15835 -2.15300 -0.097 0.006 -0.073
O 3.03335 0.45516 -2.20790 -0.518 -0.090 -0.377
C 3.53749 3.05193 -2.49556 -0.014 0.077 0.173
N 2.89577 2.72294 -3.80057 -0.325 -0.120 -0.374
H 5.16043 -0.19260 -0.14738 -0.113 0.094 0.221
H 3.55304 -0.55713 0.22338 0.038 -0.267 0.126
H 4.58113 0.05051 1.40326 -0.078 -0.043 -0.182
H 4.73753 2.18326 0.44714 -0.027 0.058 -0.034
H 2.99615 1.73204 0.39340 0.176 0.050 -0.052
H 4.35569 3.74965 -2.65789 -0.018 -0.038 0.025
H 2.77252 3.49553 -1.85909 0.059 -0.036 -0.014
H 3.57567 2.72330 -4.56518 -0.147 -0.023 0.093
H 2.11799 3.35473 -4.03211 0.032 -0.082 -0.030
H 2.48270 1.77052 -3.73215 0.043 0.210 -0.033
O -0.33521 -1.83527 -1.66943 0.121 0.378 0.066
S -1.52778 -1.68001 -2.62837 -0.309 -0.106 -0.011
C -1.81069 -3.33534 -3.22871 0.148 0.026 0.020
C -1.19745 -4.41137 -2.61084 -0.056 -0.021 -0.011
C -1.46017 -5.68528 -3.09236 0.012 0.020 0.016
C -2.31893 -5.86235 -4.16746 0.001 0.010 -0.004
C -2.91433 -4.76844 -4.78044 -0.004 0.008 -0.005
C -2.65454 -3.48835 -4.31818 0.044 -0.040 0.023
C -2.95632 -1.52839 -1.57112 0.140 0.052 0.012
C -2.87385 -1.93659 -0.25225 -0.058 -0.101 -0.020
C -4.00781 -1.84486 0.53931 0.028 0.011 0.009
C -5.18607 -1.33433 0.01319 -0.003 0.017 -0.025
C -5.24054 -0.90863 -1.30682 -0.025 -0.009 0.019
C -4.11639 -0.99989 -2.11158 0.020 0.017 0.012
H -0.52753 -4.24932 -1.77911 0.029 -0.002 0.034
H -0.99177 -6.54003 -2.62565 0.016 -0.030 0.011
H -2.51841 -6.85799 -4.53714 -0.010 -0.035 -0.010
H -3.57275 -4.90997 -5.62575 -0.011 -0.003 -0.020
H -3.09715 -2.62863 -4.80170 -0.034 0.068 -0.030
H -1.94500 -2.32883 0.13771 0.043 -0.012 0.030
H -3.96760 -2.17285 1.56786 0.001 -0.008 0.057
H -6.06633 -1.26137 0.63625 -0.037 -0.006 0.021
H -6.15579 -0.49866 -1.70896 -0.027 0.018 -0.010
H -4.14241 -0.65305 -3.13529 0.015 0.043 -0.072
O 2.46027 -1.57206 0.65832 -0.209 -0.841 -0.135
C 1.62754 -0.79529 1.12024 -0.593 0.668 0.496
N 1.11184 -0.79131 2.36638 -0.027 -0.273 -0.058
C 0.49900 0.48863 2.68129 -0.057 0.038 -0.061
C 0.36401 1.08115 1.24632 -0.035 0.003 0.082
O -0.22570 2.08070 0.96154 -0.142 0.092 -0.104
N 1.17124 0.31503 0.42946 0.066 -0.692 -0.363
C -0.81504 0.35037 3.41767 -0.067 -0.002 0.021
C -0.80282 0.24423 4.80520 -0.011 -0.039 -0.019
C -1.98522 0.07313 5.50676 -0.002 -0.002 0.007
C -3.19275 0.02673 4.82650 -0.011 0.002 -0.011
C -3.21021 0.13699 3.44434 0.013 -0.017 0.016
C -2.02626 0.29015 2.73829 0.012 0.008 0.030
C 1.48332 1.42293 3.38192 0.067 0.019 0.022
C 1.06480 2.70827 3.71254 -0.001 0.013 -0.018
C 1.94928 3.60203 4.29039 0.026 -0.005 0.007
C 3.26059 3.22394 4.54965 0.001 -0.047 -0.009
C 3.68037 1.94294 4.22872 0.025 0.047 0.038
C 2.79549 1.04634 3.64163 -0.028 0.048 0.013
H 1.34204 -1.49406 3.05101 0.076 0.063 -0.016
H 0.13490 0.30677 5.34215 0.036 0.015 0.032
H -1.96442 -0.00963 6.58459 0.002 0.000 0.022
H -4.11872 -0.08479 5.37373 -0.018 -0.008 0.010
H -4.15026 0.11588 2.91090 -0.034 0.005 -0.028
H -2.06002 0.38865 1.66178 -0.002 0.012 -0.048
H 0.04627 3.00680 3.50417 -0.030 0.004 0.001
H 1.61330 4.59707 4.54505 -0.014 0.041 0.006
H 3.94529 3.91991 5.01263 0.030 0.027 0.015
H 4.69111 1.63119 4.45715 0.030 -0.004 -0.001
H 3.12632 0.03987 3.42105 0.029 -0.065 0.010
F 0.42260 0.74275 -3.82010 -0.021 -0.095 0.321
Sb -0.80535 2.15042 -3.24093 -0.060 0.468 -0.186
F -2.07886 1.38401 -4.36873 0.018 0.040 -0.050
F -1.37152 1.08811 -1.77698 0.077 -0.226 -0.154
F -1.90774 3.56032 -2.74121 0.084 0.004 0.044
F 0.66131 2.64269 -2.10591 0.018 0.061 -0.058
F 0.04927 3.22596 -4.55758 0.026 -0.128 0.031

---

15
Properties=species:S:1:pos:R:3:forces:R:3 method="wB97M-V/def2-TZVPD" multiplicity=1 relative_energy_kcal_mol=41.5 homo_energy_ha=-0.327 homo_lumo_gap_ev=9.45 max_force_ev_per_a=1.7 e_lumo_ev=0.553
O -1.51926 1.24286 0.77387 -0.068 -0.461 -0.314
C -0.57301 2.13226 0.88015 0.915 -0.310 -0.850
O -0.41128 2.99415 1.69884 -0.464 0.102 0.352
H 0.19199 2.00977 0.06230 -0.070 0.125 0.148
C 0.00419 -1.45265 -0.52312 0.506 -0.330 -0.054
C 1.23712 -1.64403 -0.98699 -0.350 0.332 0.068
N 2.06784 -2.70469 -0.63256 -0.212 0.179 -0.056
N -0.86692 -0.40756 -0.98260 0.125 -0.562 0.255
H -0.39743 -2.10622 0.24039 -0.207 0.129 0.006
H 1.62921 -0.94398 -1.71712 0.157 -0.154 -0.109
H 3.03043 -2.44950 -0.51741 0.315 0.086 -0.056
H 1.74092 -3.18235 0.18892 -0.024 -0.240 0.175
H -1.22198 0.49971 -0.05585 -0.396 0.985 1.388
H -1.74582 -0.81131 -1.26850 -0.227 0.102 -0.456
H -0.44772 0.13323 -1.71927 0.001 0.016 -0.496

---

no.,total energy (Eh)
1,-711.05850
2,-3444.87750
3,-379.07492